# C5H11NO2

A single C5H11NO2 molecule (ωB97M-V/def2-TZVPD, OMol25).

Each line ends with the Mulliken charge.
Positions of all 19 atoms, in Å:
C1 0.970 0.572 1.578  -1.705
C2 -0.352 0.431 0.758  0.226
C3 -0.890 -0.959 1.248  -1.361
C4 -0.130 0.546 -0.749  0.668
N1 -1.227 -0.222 -1.306  -0.759
C5 1.052 0.049 -1.356  0.230
O1 1.947 -0.695 -0.814  -0.574
O2 1.006 0.446 -2.682  -0.457
H1 1.641 1.241 1.112  0.379
H2 1.487 -0.335 1.622  0.419
H3 0.791 0.771 2.591  0.489
H4 -1.055 1.139 1.181  0.374
H5 -1.262 -1.041 2.306  0.392
H6 -0.218 -1.771 1.182  0.363
H7 -1.795 -1.439 0.684  0.283
H8 -0.252 1.633 -1.052  0.196
H9 -2.173 0.047 -1.074  0.236
H10 -1.253 -0.150 -2.270  0.214
H11 1.714 -0.265 -2.962  0.388

Its spin multiplicity is 1. The SMILES is CC(C)[C@H](N)C(=O)O. The value obtained for the frontier orbital gap is 0.3798 Ha. Its lowest unoccupied orbital energy is 0.026 Ha. The value obtained for the largest force on an atom is 5.8 eV/A. The calculation puts the relative energy (zero: lowest compared OMol25 entry of this formula, charge and spin) at 48.5 kcal/mol.


# C22H40IrN3O7P2S

A molecular structure, C22H40IrN3O7P2S (ωB97M-V/def2-TZVPD, OMol25).

Each line ends with the Mulliken charge.
Positions of all 76 atoms, in Å:
Ir1 -1.994 0.737 -1.350  3.595
N1 -6.038 1.906 -2.676  -0.405
C1 -4.992 1.221 -2.186  0.775
S1 -4.213 1.820 -0.755  -0.445
N2 -4.680 0.103 -2.740  -1.337
N3 -3.563 -0.533 -2.345  0.569
C2 -3.550 -1.813 -2.582  -0.305
C3 -2.572 -2.766 -2.234  0.504
C4 -2.850 -4.127 -2.491  -0.853
C5 -1.961 -5.115 -2.175  -0.784
C6 -0.726 -4.770 -1.597  -0.789
C7 -0.421 -3.463 -1.341  -0.125
C8 -1.327 -2.406 -1.647  0.577
O1 -0.964 -1.193 -1.445  -1.095
H1 -6.397 2.707 -2.191  0.191
H2 -6.532 1.543 -3.473  0.235
H3 -4.434 -2.194 -3.083  0.470
H4 -3.797 -4.382 -2.951  0.393
H5 -2.188 -6.149 -2.387  0.415
H6 -0.006 -5.544 -1.364  0.450
H7 0.537 -3.167 -0.933  0.343
C9 0.741 3.731 1.761  -1.297
C10 -0.420 2.774 1.593  1.694
C11 -1.707 3.277 2.220  -1.539
O2 -0.021 1.511 2.230  0.217
P1 -0.604 0.125 1.747  -0.025
O3 -1.764 0.247 0.825  -1.508
C12 0.811 -0.780 1.075  -0.012
P2 1.429 0.115 -0.375  -0.607
O4 0.458 0.988 -1.066  -1.091
O5 2.621 1.048 0.076  -0.113
C13 3.838 0.597 0.714  0.746
C14 3.878 1.175 2.120  -1.107
C15 5.014 1.090 -0.111  -1.596
O6 2.069 -1.088 -1.177  -0.089
C16 2.621 -0.922 -2.516  0.744
C17 3.868 -1.781 -2.601  -1.553
C18 1.582 -1.334 -3.544  -1.279
O7 -1.105 -0.706 2.976  -0.329
C19 -0.758 -0.643 4.386  0.434
C20 -1.309 0.627 5.009  -1.100
C21 0.739 -0.797 4.588  -1.052
H8 0.469 4.702 1.350  0.443
H9 1.616 3.355 1.233  0.109
H10 0.984 3.855 2.817  0.341
H11 -0.583 2.582 0.531  -0.566
H12 -1.567 3.457 3.287  0.357
H13 -2.504 2.544 2.088  0.333
H14 -2.003 4.210 1.742  0.458
H15 0.469 -1.762 0.754  0.376
H16 1.587 -0.890 1.831  0.640
H17 3.839 -0.497 0.752  0.339
H18 3.950 2.262 2.065  0.332
H19 4.743 0.794 2.661  0.455
H20 2.974 0.918 2.675  0.089
H21 4.964 2.175 -0.196  0.351
H22 5.006 0.662 -1.113  0.332
H23 5.946 0.812 0.378  0.407
H24 2.877 0.134 -2.652  0.419
H25 3.610 -2.825 -2.425  0.333
H26 4.612 -1.481 -1.863  0.350
H27 4.303 -1.685 -3.595  0.419
H28 1.316 -2.382 -3.404  0.232
H29 1.981 -1.204 -4.549  0.565
H30 0.686 -0.725 -3.431  0.111
H31 -1.276 -1.508 4.801  0.381
H32 -0.745 1.494 4.669  0.044
H33 -1.247 0.569 6.095  0.496
H34 -2.353 0.753 4.723  0.350
H35 1.266 0.063 4.168  0.015
H36 1.097 -1.711 4.113  0.301
H37 0.961 -0.854 5.652  0.509
C22 -1.617 2.433 -2.633  -1.289
H38 -2.057 2.211 -3.604  0.385
H39 -0.540 2.558 -2.710  0.286
H40 -2.075 3.314 -2.193  0.379

Its spin multiplicity is 2. As for the net charge: +1. The value obtained for the frontier orbital gap (spin up / spin down) is 0.2201 / 0.2159 Ha. Its lowest unoccupied orbital energy (spin up / spin down) is -0.161 / -0.166 Ha. The value obtained for the largest force on an atom is 3.6 eV/A. The calculation puts the relative energy (zero: lowest compared OMol25 entry of this formula, charge and spin) at 42.3 kcal/mol.


# C7H11BO9S

2 unconnected molecules or ions with the total composition C7H11BO9S (ωB97M-V/def2-TZVPD, OMol25).

Each line ends with the Mulliken charge.
Positions of all 29 atoms, in Å:
O1 0.238 -1.265 3.825  -0.637
C1 0.093 -0.654 2.806  0.480
C2 1.097 -0.002 1.886  -0.511
C3 0.512 -0.527 0.560  -0.289
B1 1.197 -0.157 -0.857  0.217
O2 2.033 -1.076 -1.427  -0.417
O3 0.873 0.982 -1.505  -0.356
C4 -0.927 -0.126 0.821  0.444
C5 -1.999 -0.671 -0.109  -0.899
C6 -3.247 -1.078 0.653  0.143
C7 -4.248 -0.035 0.913  -0.565
O4 -4.429 -1.106 -0.103  -0.506
O5 -1.139 -0.497 2.234  -0.422
H1 0.864 1.067 1.971  0.359
H2 2.135 -0.195 2.132  0.350
H3 0.535 -1.622 0.682  0.252
H4 2.695 -1.407 -0.815  0.281
H5 0.981 1.797 -1.010  0.263
H6 -0.979 0.969 0.825  0.147
H7 -1.650 -1.557 -0.642  0.314
H8 -2.333 0.107 -0.792  0.340
H9 -3.111 -1.825 1.429  0.440
H10 -4.152 0.926 0.423  0.245
H11 -5.064 -0.192 1.605  0.286
O6 5.075 0.587 -3.177  -0.792
S1 4.005 1.625 -3.111  1.098
O7 4.528 2.927 -3.623  -0.787
O8 3.587 1.803 -1.671  -0.737
O9 2.831 1.201 -3.922  -0.743

Its spin multiplicity is 1. As for the net charge: -2. The value obtained for the frontier orbital gap is 0.1328 Ha. Its lowest unoccupied orbital energy is 0.153 Ha. The value obtained for the largest force on an atom is 2.1 eV/A.


# CH3IS2

2 unconnected molecules or ions with the total composition CH3IS2 (ωB97M-V/def2-TZVPD, OMol25).

Each line ends with the Mulliken charge.
Positions of all 7 atoms, in Å:
C1 0.875 0.324 0.074  -0.509
S1 0.308 -1.360 0.468  0.110
S2 -1.009 -1.708 -0.977  -0.181
I1 -3.022 0.753 0.068  -0.050
H1 1.328 0.567 1.074  0.233
H2 -0.048 0.918 0.030  0.108
H3 1.568 0.507 -0.737  0.290

Its spin multiplicity is 1. The value obtained for the frontier orbital gap (spin up / spin down) is 0.2659 / 0.2328 Ha. Its lowest unoccupied orbital energy (spin up / spin down) is -0.080 / -0.103 Ha. The value obtained for the largest force on an atom is 2.4 eV/A. The calculation puts the relative energy (zero: lowest compared OMol25 entry of this formula, charge and spin) at 20.9 kcal/mol.


# C5H10O2

A molecular structure, C5H10O2 (ωB97M-V/def2-TZVPD, OMol25).

Each line ends with the Mulliken charge.
Positions of all 17 atoms, in Å:
C1 -1.924 1.465 -0.295  -1.322
C2 -0.512 0.976 0.131  0.201
C3 -0.378 0.032 1.287  -0.332
O1 1.060 -0.168 1.076  -0.400
C4 1.170 -0.320 -0.402  0.416
C5 1.519 -1.747 -0.711  -1.296
O2 -0.060 0.079 -0.910  -0.381
H1 -1.915 2.084 -1.200  0.317
H2 -2.426 2.038 0.491  0.352
H3 -2.587 0.605 -0.528  0.303
H4 0.699 1.292 0.672  0.340
H5 -0.857 -0.942 1.194  0.249
H6 -0.561 0.506 2.256  0.301
H7 1.945 0.394 -0.733  0.294
H8 0.798 -2.410 -0.225  0.260
H9 1.509 -1.932 -1.788  0.364
H10 2.519 -1.953 -0.316  0.334

Its spin multiplicity is 1. The value obtained for the frontier orbital gap is 0.3767 Ha. Its lowest unoccupied orbital energy is 0.042 Ha. The value obtained for the largest force on an atom is 4.4 eV/A. The calculation puts the relative energy (zero: lowest compared OMol25 entry of this formula, charge and spin) at 91.3 kcal/mol.


# C12H16F2N

A gas-phase ion, C12H16F2N (charge +1) (ωB97M-V/def2-TZVPD, OMol25).

Each line ends with the Mulliken charge.
Positions of all 31 atoms, in Å:
C1 -1.182 0.344 -1.346  0.021
C2 -0.754 -2.032 0.388  -0.681
C3 0.039 0.135 -1.199  -0.876
C4 -2.005 -1.452 0.089  -0.159
C5 3.010 0.014 0.937  -0.702
C6 3.488 -0.375 -0.403  -0.564
C7 1.607 0.426 0.656  -0.295
C8 2.274 -0.790 -1.284  -0.555
C9 0.510 -1.639 0.279  0.322
C10 -2.371 -0.041 -0.069  1.608
C11 -2.181 0.902 1.048  -1.064
C12 -3.746 0.145 -0.669  -1.959
N1 1.065 -0.498 -0.433  0.653
F1 -2.960 -2.359 -0.265  -0.293
F2 1.469 -2.570 0.545  -0.317
H1 -1.649 0.750 -2.250  0.448
H2 -0.850 -3.073 0.656  0.475
H3 3.041 -0.753 1.784  0.261
H4 3.710 0.814 1.285  0.407
H5 4.162 0.477 -0.740  0.370
H6 4.241 -1.278 -0.358  0.270
H7 1.012 0.298 1.583  0.226
H8 1.436 1.539 0.275  0.372
H9 2.226 -0.167 -2.166  0.417
H10 2.197 -1.900 -1.471  0.345
H11 -3.205 0.744 1.588  0.403
H12 -2.287 2.000 0.715  0.328
H13 -1.300 0.616 1.785  0.176
H14 -3.884 1.176 -0.827  0.510
H15 -4.495 -0.193 0.125  0.433
H16 -3.891 -0.523 -1.529  0.419

Its spin multiplicity is 1. As for the net charge: +1. The value obtained for the frontier orbital gap (spin up / spin down) is 0.2531 / 0.2905 Ha. Its lowest unoccupied orbital energy (spin up / spin down) is -0.174 / -0.162 Ha. The value obtained for the largest force on an atom is 4.4 eV/A. The calculation puts the relative energy (zero: lowest compared OMol25 entry of this formula, charge and spin) at 81.3 kcal/mol.


# C43H94BN2O17

10 unconnected molecules or ions with the total composition C43H94BN2O17 (ωB97M-V/def2-TZVPD, OMol25).

Each line ends with the Mulliken charge.
Positions of all 157 atoms, in Å:
O1 0.305 -2.618 -1.155  -0.691
C1 -0.168 -1.491 -0.926  0.895
O2 0.559 -0.416 -0.820  0.330
B1 -0.247 0.728 -0.425  0.352
O3 -1.612 0.255 -0.532  -0.663
C2 -1.608 -1.090 -0.689  0.333
O4 -2.515 -1.834 -0.626  -0.517
O5 -0.060 1.984 -1.230  -0.205
C3 0.870 2.738 -0.605  0.583
O6 1.459 3.770 -0.993  -0.543
C4 0.853 2.298 0.887  -0.053
O7 0.049 1.164 0.969  -0.274
O8 1.258 2.844 1.881  -0.364
C5 3.665 -1.355 -2.896  -1.265
C6 4.419 -0.124 -2.436  0.731
C7 3.818 0.792 -1.295  0.997
O9 5.621 -0.668 -2.051  -0.574
H1 3.411 -1.958 -2.025  0.432
H2 4.023 -1.952 -3.735  0.444
H3 2.609 -1.135 -3.053  -0.142
H4 4.522 0.430 -3.369  -0.107
H5 2.880 1.201 -1.671  -0.740
H6 4.560 1.510 -0.945  0.525
H7 3.521 0.197 -0.431  -0.665
H8 5.897 -1.395 -2.614  0.368
C8 3.346 0.739 4.098  -0.894
C9 4.219 0.242 2.917  0.132
C10 3.372 -0.622 2.106  -0.324
O10 4.541 1.297 2.098  -0.541
H9 2.400 1.134 3.728  -0.031
H10 3.891 1.440 4.729  0.375
H11 3.002 -0.141 4.642  0.392
H12 5.163 -0.128 3.319  0.371
H13 2.913 -1.323 2.804  0.268
H14 3.820 -1.092 1.230  0.317
H15 2.584 0.007 1.692  -0.402
H16 3.770 1.823 1.874  0.230
C11 -1.938 4.465 -2.408  -1.296
C12 -1.251 4.718 -3.748  1.023
C13 -1.210 6.206 -4.321  -1.607
O11 0.048 4.174 -3.826  -0.005
H17 -1.364 5.015 -1.662  0.341
H18 -2.056 3.420 -2.120  0.209
H19 -2.921 4.925 -2.301  0.503
H20 -1.878 4.219 -4.487  -0.113
H21 -1.242 6.236 -5.410  0.400
H22 -0.443 6.913 -4.007  0.336
H23 -2.192 6.665 -4.209  0.480
H24 0.138 3.441 -3.212  0.026
C14 3.551 3.508 -3.396  -0.526
C15 3.541 4.997 -3.645  0.182
C16 3.142 5.433 -5.023  -1.365
O12 2.500 5.521 -2.842  -0.567
H25 4.295 2.817 -3.793  0.549
H26 2.560 3.065 -3.497  -0.113
H27 3.804 3.350 -2.348  0.077
H28 4.482 5.456 -3.342  0.468
H29 3.743 4.752 -5.626  0.338
H30 3.443 6.474 -5.136  0.313
H31 2.105 5.268 -5.318  0.288
H32 1.655 5.209 -3.174  0.206
C17 -0.437 0.378 -4.402  -0.809
C18 -0.135 1.087 -5.735  0.612
C19 -1.449 1.676 -6.301  -1.540
O13 0.910 1.993 -5.658  -0.558
H33 -1.084 -0.468 -4.636  0.633
H34 -1.025 0.957 -3.690  0.194
H35 0.441 -0.168 -4.059  -0.261
H36 0.181 0.393 -6.513  0.384
H37 -1.886 0.890 -6.917  0.461
H38 -1.310 2.554 -6.932  0.337
H39 -2.243 1.912 -5.592  0.294
H40 0.814 2.686 -5.001  0.078
C20 3.867 7.417 4.358  -1.365
C21 4.036 6.684 3.004  0.377
C22 3.625 5.181 3.174  -0.849
O14 3.305 7.413 2.072  -0.559
H41 4.620 7.192 5.113  0.392
H42 2.864 7.333 4.775  0.311
H43 4.110 8.475 4.266  0.349
H44 5.089 6.827 2.763  0.394
H45 3.176 4.846 2.239  -0.060
H46 2.819 4.932 3.864  0.212
H47 4.425 4.486 3.429  0.522
H48 2.422 7.493 2.440  0.210
C23 -0.301 7.602 3.320  -1.592
C24 -0.011 6.097 3.352  0.888
C25 -1.240 5.124 3.450  -1.283
O15 0.595 5.714 2.173  -0.183
H49 -1.086 7.837 2.601  0.342
H50 0.550 8.280 3.257  0.388
H51 -0.801 7.969 4.216  0.398
H52 0.720 5.865 4.126  0.183
H53 -0.970 4.079 3.300  0.190
H54 -2.107 5.467 2.885  0.294
H55 -1.491 5.294 4.497  0.474
H56 0.986 4.840 2.240  -0.045
C26 -0.065 -3.591 2.762  -1.683
C27 -0.365 -2.867 4.095  1.973
C28 -0.181 -1.306 3.800  -0.603
C29 -1.468 -0.626 3.291  0.275
C30 -2.641 -1.003 4.311  -1.687
C31 -2.839 -2.518 4.468  2.034
N1 -1.635 -3.268 4.686  0.201
O16 -1.707 -4.643 5.030  -0.468
C32 -3.715 -2.698 5.673  -2.234
C33 -3.454 -3.136 3.180  -1.694
C34 0.778 -3.397 5.041  -1.735
H57 -0.816 -3.344 2.012  -0.001
H58 0.010 -4.679 2.781  0.400
H59 0.855 -3.297 2.257  0.405
H60 0.322 -0.812 4.632  0.433
H61 0.509 -1.177 2.966  -0.315
H62 -1.641 -1.095 2.322  -0.447
H63 -1.295 0.429 3.079  0.414
H64 -3.470 -0.639 3.704  0.603
H65 -2.520 -0.481 5.260  0.331
H66 -4.582 -2.046 5.568  0.411
H67 -4.076 -3.722 5.774  0.350
H68 -3.193 -2.475 6.604  0.485
H69 -3.760 -4.181 3.240  0.423
H70 -4.249 -2.482 2.823  0.370
H71 -2.633 -3.183 2.464  0.258
H72 1.623 -2.739 4.840  0.348
H73 1.146 -4.399 4.823  0.283
H74 0.525 -3.185 6.080  0.469
H75 -2.055 -5.059 4.237  0.368
C35 -5.258 -8.415 -2.047  -1.935
C36 -3.739 -8.280 -1.951  1.646
C37 -3.213 -7.973 -3.386  -1.039
C38 -3.130 -6.598 -3.808  -0.795
C39 -2.215 -5.923 -2.707  -1.232
C40 -2.799 -5.996 -1.241  1.946
N2 -3.219 -7.335 -0.889  0.409
O17 -3.803 -7.502 0.404  -0.471
C41 -1.712 -5.436 -0.261  -1.993
C42 -4.031 -5.050 -1.056  -1.333
C43 -3.175 -9.585 -1.570  -1.986
H76 -5.582 -9.293 -2.605  0.451
H77 -5.759 -7.524 -2.427  0.382
H78 -5.665 -8.448 -1.037  0.407
H79 -2.289 -8.528 -3.549  0.412
H80 -3.962 -8.309 -4.103  0.354
H81 -4.060 -6.042 -3.918  0.337
H82 -2.471 -6.481 -4.669  0.377
H83 -2.084 -4.870 -2.957  0.356
H84 -1.211 -6.331 -2.819  0.518
H85 -2.034 -5.811 0.710  0.498
H86 -0.701 -5.829 -0.364  0.304
H87 -1.627 -4.364 -0.439  0.150
H88 -4.781 -5.426 -0.360  0.386
H89 -3.908 -4.159 -0.441  0.087
H90 -4.463 -4.934 -2.050  0.188
H91 -2.102 -9.767 -1.513  0.415
H92 -3.664 -10.338 -2.188  0.427
H93 -3.325 -9.888 -0.533  0.361
H94 -3.024 -7.781 0.891  0.366

Its spin multiplicity is 1. As for the net charge: -1. The value obtained for the frontier orbital gap is 0.2978 Ha. Its lowest unoccupied orbital energy is 0.077 Ha. The value obtained for the largest force on an atom is 4.8 eV/A.


# C3H10O3

4 unconnected molecules or ions with the total composition C3H10O3 (ωB97M-V/def2-TZVPD, OMol25).

Each line ends with the Mulliken charge.
Positions of all 16 atoms, in Å:
O1 0.857 -0.808 -0.791  -0.554
C1 0.688 0.344 -1.104  -0.044
C2 -0.289 1.187 -0.444  0.083
C3 -1.452 0.643 0.283  -0.964
H1 1.266 0.767 -1.936  0.346
H2 -0.268 2.213 -0.795  0.396
H3 2.597 1.177 1.917  0.387
H4 -1.198 -0.346 0.649  0.288
H5 -2.335 0.769 -0.347  0.355
H6 -1.617 1.259 1.180  0.311
H7 1.436 -0.162 1.021  0.302
H8 1.766 0.841 1.998  -0.244
O2 0.941 0.028 1.825  -0.633
H9 -0.710 -1.956 -0.812  0.329
H10 -0.474 -3.244 -1.493  0.313
O3 -1.208 -2.714 -1.151  -0.672

Its spin multiplicity is 1. The value obtained for the frontier orbital gap is 0.1682 Ha. Its lowest unoccupied orbital energy is -0.136 Ha. The value obtained for the largest force on an atom is 1.5 eV/A. The calculation puts the relative energy (zero: lowest compared OMol25 entry of this formula, charge and spin) at 166.7 kcal/mol.